1.
{"formula": "C2H2N2O2", "method": "ωB97M-V/def2-TZVPD", "elements": ["O", "C", "N", "N", "C", "O", "H", "H"], "positions_angstrom": [[2.2155, -0.0433, -0.2032], [0.9919, -0.0149, 0.0734], [0.0913, 0.9832, 0.3168], [-1.1695, 0.5395, -0.2231], [-0.9663, -0.7140, -0.0899], [0.2962, -1.1261, 0.2392], [0.0503, 1.9566, 0.0411], [-1.5095, -1.5809, -0.1543]], "max_force_ha_per_bohr": 0.1299, "e_above_lowest_kcal_mol": 43.9, "e_homo_ev": -10.231, "orbital_gap_ev": 11.02, "energy_ev": -9179.882, "smiles": "O=c1[nH]nco1", "e_lumo_ev": 0.792}

2.
{"formula": "C7H7NO3", "method": "ωB97M-V/def2-TZVPD", "elements": ["N", "C", "C", "C", "C", "C", "O", "O", "C", "C", "O", "H", "H", "H", "H", "H", "H", "H"], "positions_angstrom": [[1.8398, 1.3174, -2.5589], [0.9173, 0.6411, -1.6275], [-0.5332, 0.6189, -1.8002], [-1.4340, 0.4207, -0.6450], [-0.7493, -0.4144, 0.3478], [-1.6089, -0.8238, 1.6301], [-2.7854, -0.5124, 1.8139], [-1.0053, -1.4893, 2.5574], [0.6031, -0.4323, 0.5567], [1.4360, 0.2167, -0.3921], [2.8185, 0.2984, -0.2345], [1.5408, 1.9035, -3.4378], [2.6484, 1.7113, -2.0097], [-0.8172, 1.0481, -2.8166], [-2.4393, 0.4263, -0.9880], [-1.7066, -1.4365, 3.3457], [0.8998, -0.9092, 1.5348], [2.9885, 0.2999, 0.7714]], "max_force_ha_per_bohr": 0.1280, "e_above_lowest_kcal_mol": 50.5, "e_homo_ev": -8.185, "orbital_gap_ev": 8.62, "energy_ev": -15003.406, "smiles": "Nc1ccc(C(=O)O)cc1O", "e_lumo_ev": 0.433}

3.
{"formula": "C3H9NO2S", "method": "ωB97M-V/def2-TZVPD", "elements": ["C", "C", "C", "N", "O", "O", "S", "H", "H", "H", "H", "H", "H", "H", "H", "H"], "positions_angstrom": [[0.3405, -0.2610, 2.7292], [-1.4993, 2.5637, -1.0773], [-1.0150, 1.3377, -1.2097], [1.1693, -2.1347, -0.1631], [0.3949, 2.1152, 1.6762], [-1.1790, 3.4143, -0.0815], [0.1774, 1.3743, 2.9238], [0.5251, -0.7789, 1.7994], [0.2554, -0.8535, 3.7123], [-2.1621, 2.9120, -1.9586], [0.1581, -2.0360, -0.4151], [-0.3565, 0.8406, -0.3956], [-1.0689, 0.7340, -2.0384], [1.6718, -1.7326, -0.8977], [1.3568, -3.0944, -0.1619], [-0.5839, 2.8401, 0.3629]], "max_force_ha_per_bohr": 0.0773, "e_above_lowest_kcal_mol": 90.6, "e_homo_ev": -8.610, "orbital_gap_ev": 8.17, "energy_ev": -19674.486, "e_lumo_ev": -0.438}

4.
{"formula": "C2H9NO", "method": "ωB97M-V/def2-TZVPD", "elements": ["H", "H", "C", "C", "O", "H", "H", "H", "H", "N", "H", "H", "H"], "positions_angstrom": [[-2.9492, -0.7241, -0.8033], [-3.5158, -0.3376, -1.0800], [0.4190, -1.3687, 0.1955], [1.2642, -0.7277, -0.8269], [1.4320, -0.4434, 0.5523], [-0.5644, -1.0069, 0.4746], [0.5688, -2.4228, 0.4105], [0.9757, -0.0302, -1.6084], [1.9796, -1.4971, -1.1315], [0.0510, 2.2719, 0.7315], [0.9137, 2.6750, 1.0388], [0.1602, 1.2629, 0.6864], [-0.7349, 2.3486, 1.3605]], "max_force_ha_per_bohr": 0.0395, "e_above_lowest_kcal_mol": 60.7, "e_homo_ev": -9.654, "orbital_gap_ev": 10.79, "energy_ev": -5754.893, "smiles": "[H][H].C1CO1.N", "e_lumo_ev": 1.136}

5.
{"formula": "C36H54O31S", "method": "ωB97M-V/def2-TZVPD", "elements": ["S", "O", "O", "O", "O", "C", "C", "C", "O", "C", "O", "O", "H", "H", "H", "H", "H", "H", "C", "C", "C", "O", "C", "O", "O", "H", "H", "H", "H", "H", "H", "C", "C", "C", "O", "C", "O", "O", "H", "H", "H", "H", "H", "H", "C", "C", "C", "O", "C", "O", "O", "H", "H", "H", "H", "H", "H", "C", "C", "C", "O", "C", "O", "O", "H", "H", "H", "H", "H", "H", "C", "C", "C", "O", "C", "O", "O", "H", "H", "H", "H", "H", "H", "C", "C", "C", "O", "C", "O", "O", "H", "H", "H", "H", "H", "H", "C", "C", "C", "O", "C", "O", "O", "H", "H", "H", "H", "H", "H", "C", "C", "C", "O", "C", "O", "O", "H", "H", "H", "H", "H", "H"], "positions_angstrom": [[35.2009, -62.3918, -39.1872], [35.7205, -63.7872, -39.2658], [34.1625, -62.2984, -40.1497], [34.6135, -62.1664, -37.9053], [36.3465, -61.4978, -39.4918], [37.3283, -59.0845, -41.9935], [36.2241, -58.9808, -42.9278], [34.8142, -58.8837, -42.3641], [34.3489, -57.6415, -43.0042], [35.2464, -57.2000, -43.7576], [35.1926, -56.2191, -44.4513], [36.4410, -57.8862, -43.6856], [37.4768, -58.2130, -41.5831], [38.3659, -59.1833, -42.4009], [37.4014, -59.9837, -41.2942], [36.0508, -59.8668, -43.7238], [34.8367, -58.7462, -41.2474], [34.2182, -59.6943, -42.6282], [28.9815, -61.8463, -40.8216], [30.1349, -61.1988, -41.5816], [31.3997, -62.0522, -41.4717], [31.4593, -62.8373, -42.7074], [30.6954, -62.3665, -43.5758], [30.6093, -62.7688, -44.6891], [29.8669, -61.3586, -42.9825], [29.2104, -62.3596, -39.8731], [28.4187, -62.6401, -41.3391], [28.3293, -61.0720, -40.5100], [30.2335, -60.2269, -41.4806], [31.6193, -62.7053, -40.6301], [32.2712, -61.4174, -41.4611], [37.4382, -66.7192, -37.7338], [36.1895, -67.0106, -38.5757], [36.4607, -66.5339, -40.0947], [36.5638, -67.8205, -40.8371], [36.2977, -68.8681, -40.0253], [36.2868, -70.0635, -40.2675], [36.0220, -68.4583, -38.8239], [37.3806, -66.9678, -36.7135], [37.8592, -65.6736, -37.6756], [38.1838, -67.3424, -38.1770], [35.2728, -66.6608, -38.3884], [37.1334, -65.7036, -40.0218], [35.7382, -65.9078, -40.5971], [34.2008, -64.2316, -43.0574], [34.9813, -63.0654, -43.5981], [36.1359, -62.7005, -42.7605], [37.1955, -62.4745, -43.6735], [36.8846, -62.8775, -44.8259], [37.5881, -63.0075, -45.7801], [35.5411, -63.2370, -44.8105], [33.8691, -64.1272, -42.0641], [34.8974, -64.9391, -42.9090], [33.5252, -64.1774, -43.5715], [34.2686, -62.2943, -43.7361], [36.3957, -63.2533, -41.8795], [35.9351, -61.8824, -41.8720], [32.2355, -66.2387, -36.9418], [31.5712, -65.1313, -37.6776], [32.0923, -64.6735, -39.0367], [30.9438, -64.9555, -39.8244], [29.8811, -65.3422, -39.1949], [28.8489, -65.5667, -39.6157], [30.2310, -65.3021, -37.9116], [33.2532, -66.3417, -36.9046], [31.8776, -67.4265, -37.1336], [32.0969, -66.3664, -35.8251], [31.6507, -64.1844, -37.1050], [32.8496, -65.2496, -39.5762], [32.6491, -63.7328, -39.1329], [34.6630, -62.4699, -33.7649], [34.4865, -63.5130, -34.8814], [35.8215, -64.3270, -35.3517], [35.5058, -65.5891, -34.8188], [34.3815, -65.6212, -34.2368], [33.9464, -66.7068, -33.6540], [33.7508, -64.5157, -34.2469], [33.8016, -62.0295, -33.6805], [34.9423, -61.4567, -34.1464], [35.2811, -62.7408, -32.9469], [33.7676, -63.0011, -35.6212], [36.6828, -63.8642, -35.0023], [35.7831, -64.2646, -36.2893], [32.3775, -59.3547, -38.7559], [31.5176, -60.1316, -37.7301], [32.3179, -60.1008, -36.3776], [31.3739, -59.3447, -35.5768], [30.2863, -59.0687, -36.2979], [29.4019, -58.4140, -35.7069], [30.3168, -59.4341, -37.5023], [33.3861, -59.7021, -38.8122], [32.4330, -58.3332, -38.3441], [31.9942, -59.2184, -39.8015], [31.3211, -61.3328, -37.8763], [33.3196, -59.8962, -36.7567], [32.3548, -61.0257, -35.8871], [39.7139, -61.3083, -40.0755], [39.3163, -61.6523, -38.6528], [38.9428, -63.0778, -38.5046], [39.6623, -63.5622, -37.4286], [40.6771, -62.7709, -37.2193], [41.5628, -63.0553, -36.5559], [40.4720, -61.6439, -37.8624], [40.7497, -61.6697, -40.3551], [39.6239, -60.2043, -40.2038], [39.1226, -61.6871, -40.8435], [38.6907, -61.0517, -38.2028], [39.0567, -63.7227, -39.2650], [37.9312, -63.1368, -38.2011], [37.0105, -58.3073, -38.3225], [36.2875, -58.9851, -37.1655], [37.1547, -59.7798, -36.2278], [36.6405, -59.3458, -34.9218], [35.9841, -58.1974, -35.0707], [35.6104, -57.5014, -34.0897], [35.8518, -57.9278, -36.2859], [37.7683, -57.6629, -38.0170], [36.5290, -57.7517, -39.1472], [37.6366, -58.9384, -39.0337], [35.3588, -59.6770, -37.5371], [38.3551, -59.5290, -36.1057], [36.9526, -60.8433, -36.2634]], "max_force_ha_per_bohr": 0.3269, "e_above_lowest_kcal_mol": 70.8, "e_homo_ev": -4.549, "orbital_gap_ev": 8.10, "energy_ev": -112508.709, "charge": -2, "e_lumo_ev": 3.546}

6.
{"formula": "C7H16", "method": "ωB97M-V/def2-TZVPD", "elements": ["C", "C", "C", "C", "C", "C", "C", "H", "H", "H", "H", "H", "H", "H", "H", "H", "H", "H", "H", "H", "H", "H", "H"], "positions_angstrom": [[1.3140, -1.2902, 0.0581], [0.8533, -0.1322, -0.4167], [1.2814, 0.3782, -1.7693], [-0.0734, 0.7894, 0.3640], [0.7511, 1.8858, 1.0545], [-0.9880, 0.0878, 1.3755], [-2.0085, -0.8571, 0.7449], [2.0091, -1.8965, -0.5182], [1.0272, -1.6794, 1.0314], [1.9029, -0.3502, -2.2985], [0.4083, 0.5999, -2.3954], [1.8540, 1.3097, -1.6784], [-0.7269, 1.2843, -0.3718], [0.0944, 2.6205, 1.5342], [1.3975, 1.4477, 1.8238], [1.3901, 2.4219, 0.3441], [-1.5181, 0.8664, 1.9399], [-0.3796, -0.4514, 2.1143], [-2.6163, -0.3315, -0.0020], [-2.6892, -1.2646, 1.5000], [-1.5197, -1.6970, 0.2416], [-1.1040, -1.9006, -2.6355], [-0.6594, -1.8407, -2.0405]], "max_force_ha_per_bohr": 0.0039, "e_above_lowest_kcal_mol": 34.7, "e_homo_ev": -9.307, "orbital_gap_ev": 10.45, "energy_ev": -7517.391, "smiles": "C=C(C)[C@H](C)CC.[H][H]", "e_lumo_ev": 1.147}

7.
{"formula": "C16H29Br3IKMgN7O7P2", "method": "ωB97M-V/def2-TZVPD", "elements": ["C", "C", "N", "C", "N", "C", "C", "C", "N", "O", "C", "C", "C", "I", "N", "C", "P", "C", "C", "N", "C", "C", "O", "H", "H", "H", "H", "H", "H", "H", "H", "H", "H", "H", "H", "H", "H", "H", "H", "H", "H", "H", "H", "H", "H", "H", "H", "C", "Br", "Br", "Br", "H", "O", "P", "O", "O", "O", "C", "O", "N", "N", "H", "H", "H", "H", "Mg", "K"], "positions_angstrom": [[-0.6256, 1.8015, 1.2613], [-1.3329, 1.3634, 0.2079], [-1.3144, -0.0109, -0.1809], [-0.7747, -0.8249, -1.1279], [0.0166, -0.4504, -2.1399], [0.4146, -1.5109, -3.0815], [-0.7470, -2.1195, -3.8753], [-0.5162, -2.0272, -5.3693], [-1.6752, -1.9398, -6.2236], [0.5820, -2.0513, -5.8283], [0.5139, 0.8851, -2.3586], [1.7350, 1.3297, -1.5170], [2.6897, 2.1898, -2.3326], [2.8210, -0.3179, -0.6741], [-1.1435, -2.0999, -0.9333], [-1.9683, -2.0777, 0.1218], [-2.8481, -3.5417, 0.7846], [-1.4683, -4.3182, 1.6972], [-2.9212, -4.5608, -0.7167], [-2.1199, -0.8395, 0.5848], [-2.9973, -0.3371, 1.6406], [-4.2128, 0.3049, 1.0024], [-4.5508, 1.4122, 1.2180], [-1.0717, 2.5280, 1.9469], [0.3782, 1.4769, 1.5221], [-2.0163, 2.0147, -0.3225], [1.1357, -1.0773, -3.7678], [0.9510, -2.2783, -2.5270], [-1.7045, -1.6727, -3.6192], [-0.8260, -3.1787, -3.6253], [-2.2072, -1.1226, -5.9281], [-2.2878, -2.7193, -5.9842], [-0.2699, 1.6285, -2.1938], [0.7966, 0.9705, -3.4043], [1.4196, 1.9088, -0.6422], [3.6488, 2.2808, -1.8295], [2.2843, 3.1960, -2.4584], [2.8697, 1.7412, -3.3084], [-0.5844, -4.4113, 1.0652], [-1.7918, -5.3025, 2.0220], [-1.2203, -3.6836, 2.5446], [-3.7076, -4.2181, -1.3826], [-1.9721, -4.5817, -1.2534], [-3.1284, -5.5755, -0.3795], [-2.5096, 0.3381, 2.3421], [-3.3295, -1.2079, 2.2054], [-4.7832, -0.3359, 0.3083], [0.6530, -1.8378, 4.7064], [1.2230, -3.5943, 4.1686], [0.2486, -0.7054, 3.1783], [-0.8525, -1.8737, 5.8712], [1.4891, -1.3829, 5.2163], [-3.5520, -0.0934, 4.6050], [-3.0428, 1.3160, 4.8989], [-2.4105, 1.3272, 6.2843], [-4.2323, 2.2595, 4.8159], [-1.9762, 1.6959, 3.8760], [5.5494, 4.2369, 0.8756], [4.6502, 3.5931, 0.3774], [5.4713, 4.8124, 2.1054], [6.7378, 4.4668, 0.1984], [6.2092, 5.3459, 2.5292], [4.6220, 4.6630, 2.6272], [6.8361, 4.0521, -0.7119], [7.5000, 5.0010, 0.5762], [1.4909, 3.2715, 1.0603], [5.7554, 6.4691, -0.7486]], "max_force_ha_per_bohr": 0.0414, "e_homo_ev": -8.987, "orbital_gap_ev": 4.60, "energy_ev": -300389.108, "charge": 1, "e_lumo_ev": -4.383}

8.
{"formula": "C22H30ClO5RuS", "method": "ωB97M-V/def2-TZVPD", "elements": ["Ru", "C", "C", "O", "C", "C", "O", "C", "C", "O", "C", "C", "O", "H", "H", "H", "H", "H", "H", "H", "H", "H", "H", "H", "H", "H", "H", "H", "H", "O", "S", "C", "C", "C", "C", "C", "C", "C", "C", "C", "C", "C", "C", "C", "C", "H", "H", "H", "H", "H", "H", "H", "H", "H", "H", "H", "H", "H", "H", "Cl"], "positions_angstrom": [[-0.3692, -0.3411, 0.0155], [-0.5499, 2.2980, -1.4030], [-0.0291, 1.5061, -2.5845], [0.3476, 0.1692, -2.1550], [1.7467, -0.1537, -2.3794], [2.2070, -1.0931, -1.3058], [1.9901, -0.3917, -0.0706], [2.3503, -1.0987, 1.1241], [1.9437, -0.2055, 2.2838], [0.7017, 0.4900, 1.9890], [0.8179, 1.9389, 1.9937], [-0.1040, 2.5231, 0.9641], [0.3180, 1.9920, -0.2968], [-0.5428, 3.3663, -1.6264], [-1.5683, 1.9963, -1.1580], [-0.8134, 1.4237, -3.3354], [0.8402, 1.9830, -3.0315], [1.8567, -0.6237, -3.3567], [2.3303, 0.7652, -2.3439], [1.6363, -2.0277, -1.3123], [3.2644, -1.3260, -1.4426], [1.8364, -2.0611, 1.1565], [3.4266, -1.2755, 1.1542], [1.7913, -0.8137, 3.1738], [2.7118, 0.5357, 2.4918], [0.5567, 2.3211, 2.9815], [1.8468, 2.2121, 1.7621], [-1.1412, 2.2337, 1.1563], [-0.0424, 3.6131, 0.9790], [-2.3535, 0.2655, 0.0543], [-3.3404, 0.8043, 1.1599], [-4.9546, 0.0538, 0.7554], [-5.9981, 1.1357, 0.6715], [-6.9817, 1.2241, 1.6456], [-7.9014, 2.2654, 1.6125], [-7.8253, 3.2257, 0.6177], [-6.8466, 3.1351, -0.3653], [-5.9372, 2.0917, -0.3381], [-2.9043, -0.1193, 2.6580], [-3.5224, 0.5676, 3.8458], [-3.2740, 1.9146, 4.1015], [-3.8721, 2.5440, 5.1805], [-4.7249, 1.8295, 6.0129], [-4.9833, 0.4918, 5.7583], [-4.3893, -0.1366, 4.6724], [-5.1812, -0.6712, 1.5345], [-4.7742, -0.4526, -0.1950], [-7.0413, 0.4727, 2.4251], [-8.6726, 2.3275, 2.3685], [-8.5291, 4.0469, 0.6055], [-6.7949, 3.8802, -1.1478], [-5.1800, 2.0105, -1.1132], [-1.8099, -0.1150, 2.6747], [-3.2550, -1.1437, 2.5405], [-2.6040, 2.4794, 3.4598], [-3.6715, 3.5886, 5.3765], [-5.1849, 2.3181, 6.8610], [-5.6445, -0.0656, 6.4079], [-4.5867, -1.1858, 4.4822], [-0.7632, -2.5068, 0.4141]], "spin_multiplicity": 6, "max_force_ha_per_bohr": 0.0161, "e_homo_ev": [-14.004, -14.013], "s2": 8.7591, "orbital_gap_ev": [9.12, 5.24], "energy_ev": -59459.980, "charge": 2, "e_lumo_ev": [-4.888, -8.768]}